A 12-piece molecular cluster, C61H148N8O26 overall in a non-equilibrium geometry. Source: OMol25; level of theory: ωB97M-V/def2-TZVPD.

The gap between HOMO and LUMO comes out at 9.3 eV. For the total energy, the calculation gives -4806.89542 hartree. The energy relative to the best compared isomer or geometry (same formula, charge and spin) is 0.0000 eV. The SMILES is CCOC(=O)OC.CCOC(=O)OC.CCOC(=O)OC.COCCNCCOC.COCCNCCOC.COCCNCCOC.COCCNCCOC.COCCNCCOC.COCCNCCOC.COCCNCCOC.COCCNCCOC.CO. The calculation puts the strongest force on any atom at 0.04898 Eh/bohr.

```
243
C61H148N8O26 | OMol25 | ωB97M-V/def2-TZVPD
C 7.241 -3.923 5.010
C 6.886 -5.162 4.213
O 5.504 -5.378 3.958
C 4.914 -4.606 3.040
O 5.498 -3.810 2.340
O 3.627 -4.815 3.106
C 2.757 -4.142 2.215
H 6.761 -3.978 5.988
H 6.936 -3.013 4.494
H 8.318 -3.867 5.164
H 7.242 -6.036 4.757
H 7.433 -5.176 3.268
H 3.001 -4.332 1.168
H 2.906 -3.067 2.356
H 1.738 -4.406 2.478
C 0.527 1.277 -9.074
C 0.111 0.911 -7.671
O 1.272 0.832 -6.847
C 1.100 0.448 -5.579
O 0.052 0.152 -5.069
O 2.239 0.579 -4.952
C 2.434 0.022 -3.679
H 1.225 2.111 -8.981
H -0.338 1.458 -9.704
H 1.131 0.460 -9.476
H -0.396 -0.056 -7.654
H -0.562 1.679 -7.281
H 2.427 -1.068 -3.656
H 1.788 0.438 -2.905
H 3.428 0.284 -3.310
C 4.106 4.815 -0.109
C 4.492 3.468 -0.752
O 4.963 2.553 0.236
C 4.979 1.276 -0.019
O 4.639 0.768 -1.057
O 5.438 0.618 1.054
C 5.347 -0.792 0.948
H 3.061 4.831 0.198
H 4.269 5.613 -0.834
H 4.671 5.105 0.778
H 5.250 3.611 -1.517
H 3.551 3.039 -1.093
H 5.580 -1.260 1.899
H 6.000 -1.183 0.167
H 4.357 -1.152 0.655
C -1.666 8.504 3.762
O -2.631 7.471 3.728
C -3.773 7.796 2.972
C -4.613 6.514 2.907
N -3.943 5.554 2.027
C -4.451 4.199 2.244
C -3.529 3.193 1.580
O -2.315 3.135 2.301
C -1.457 2.164 1.756
H -2.094 9.339 4.331
H -1.448 8.813 2.736
H -0.728 8.270 4.259
H -3.649 8.167 1.950
H -4.293 8.572 3.552
H -5.586 6.770 2.473
H -4.831 6.149 3.918
H -2.998 5.537 2.415
H -5.501 4.163 1.946
H -4.436 3.937 3.314
H -3.317 3.368 0.520
H -4.051 2.223 1.574
H -0.462 2.322 2.171
H -1.220 2.278 0.688
H -1.858 1.160 1.915
C -6.949 0.420 1.424
O -6.884 -0.289 0.196
C -7.336 0.512 -0.897
C -6.408 1.692 -1.234
N -5.233 1.224 -1.986
C -4.499 2.388 -2.486
C -3.129 1.958 -3.032
O -2.457 3.173 -3.348
C -1.254 2.908 -4.073
H -6.413 1.369 1.501
H -6.610 -0.195 2.255
H -8.022 0.594 1.571
H -8.256 1.035 -0.607
H -7.478 -0.125 -1.763
H -6.178 2.252 -0.325
H -7.015 2.281 -1.925
H -4.646 0.679 -1.366
H -4.274 3.143 -1.722
H -5.072 2.906 -3.254
H -3.270 1.341 -3.923
H -2.540 1.414 -2.286
H -0.637 2.333 -3.373
H -0.812 3.899 -4.186
H -1.387 2.392 -5.023
C -6.543 -3.968 0.388
O -5.838 -4.966 -0.353
C -6.577 -5.338 -1.512
C -5.558 -5.880 -2.515
N -4.641 -4.858 -3.016
C -3.659 -5.408 -3.959
C -2.834 -4.266 -4.528
O -2.250 -3.562 -3.452
C -1.573 -2.394 -3.820
H -6.785 -3.102 -0.234
H -5.828 -3.590 1.120
H -7.450 -4.367 0.845
H -7.157 -4.537 -1.972
H -7.236 -6.188 -1.307
H -6.129 -6.324 -3.332
H -4.974 -6.631 -1.965
H -4.148 -4.465 -2.225
H -4.173 -5.951 -4.749
H -3.000 -6.041 -3.350
H -3.492 -3.568 -5.056
H -2.065 -4.667 -5.198
H -1.450 -1.664 -3.018
H -1.990 -1.899 -4.702
H -0.533 -2.666 -4.062
C -2.102 -6.614 5.733
O -2.606 -5.403 5.216
C -3.084 -5.552 3.898
C -3.230 -4.175 3.266
N -4.099 -3.371 4.093
C -4.196 -1.997 3.599
C -4.870 -1.080 4.580
O -4.020 -0.837 5.701
C -4.615 0.060 6.622
H -1.895 -6.440 6.787
H -1.157 -6.880 5.242
H -2.772 -7.467 5.587
H -4.065 -6.043 3.877
H -2.480 -6.186 3.238
H -3.652 -4.264 2.258
H -2.226 -3.767 3.077
H -3.754 -3.385 5.045
H -4.791 -2.009 2.682
H -3.209 -1.589 3.350
H -5.849 -1.451 4.900
H -5.046 -0.104 4.110
H -5.401 -0.352 7.256
H -5.029 0.927 6.095
H -3.781 0.435 7.211
C -0.167 6.066 -1.999
O 0.853 5.987 -2.969
C 1.996 6.751 -2.609
C 3.080 6.674 -3.649
N 3.821 5.413 -3.774
C 3.008 4.250 -4.148
C 2.613 4.249 -5.632
O 3.793 4.344 -6.393
C 3.513 4.322 -7.777
H 0.200 5.960 -0.971
H -0.977 5.377 -2.222
H -0.544 7.099 -2.007
H 2.319 6.525 -1.586
H 1.675 7.800 -2.531
H 3.805 7.402 -3.269
H 2.737 7.014 -4.632
H 4.476 5.543 -4.536
H 2.213 3.994 -3.452
H 3.685 3.398 -4.004
H 1.866 5.034 -5.804
H 2.104 3.304 -5.861
H 2.927 3.452 -8.093
H 4.461 4.321 -8.307
H 2.896 5.181 -8.060
C -0.943 -2.386 6.533
O 0.039 -2.155 5.558
C -0.118 -0.903 4.920
C 1.019 -0.656 3.969
N 2.245 -0.412 4.765
C 3.459 -0.738 3.995
C 4.653 0.004 4.557
O 5.172 -0.720 5.655
C 6.255 -0.075 6.271
H -1.204 -1.478 7.080
H -0.615 -3.136 7.256
H -1.853 -2.837 6.134
H -0.206 -0.086 5.648
H -1.081 -0.856 4.396
H 0.852 0.207 3.331
H 1.091 -1.577 3.381
H 2.173 -1.003 5.586
H 3.292 -0.521 2.938
H 3.643 -1.817 4.030
H 4.403 1.039 4.811
H 5.464 0.062 3.816
H 6.751 -0.704 7.006
H 5.895 0.797 6.831
H 6.986 0.297 5.545
C 5.594 -1.935 -5.849
O 6.665 -1.239 -5.254
C 6.998 -1.597 -3.927
C 5.917 -1.641 -2.840
N 4.918 -2.679 -3.101
C 4.051 -2.894 -1.974
C 2.825 -3.731 -2.363
O 2.069 -3.907 -1.190
C 0.969 -4.752 -1.343
H 5.609 -3.004 -5.620
H 5.656 -1.903 -6.939
H 4.656 -1.450 -5.575
H 7.773 -0.921 -3.569
H 7.457 -2.594 -3.968
H 5.426 -0.682 -2.658
H 6.435 -1.857 -1.892
H 5.398 -3.523 -3.385
H 3.638 -1.966 -1.569
H 4.527 -3.402 -1.121
H 3.102 -4.667 -2.860
H 2.267 -3.153 -3.109
H 0.355 -4.855 -0.448
H 1.241 -5.796 -1.559
H 0.349 -4.432 -2.190
C 1.169 2.596 -1.226
O 0.725 1.302 -0.849
C 1.601 0.426 -0.174
C 1.041 -0.979 0.018
N -0.017 -0.926 1.017
C -0.555 -2.242 1.397
C -1.648 -2.748 0.444
O -2.675 -1.773 0.481
C -3.615 -1.993 -0.560
H 0.287 3.200 -1.423
H 1.750 2.500 -2.146
H 1.735 2.998 -0.380
H 2.021 0.852 0.743
H 2.425 0.328 -0.899
H 1.858 -1.594 0.406
H 0.692 -1.448 -0.910
H -0.851 -0.502 0.612
H -1.026 -2.130 2.377
H 0.249 -2.973 1.506
H -2.113 -3.665 0.816
H -1.183 -2.859 -0.542
H -3.079 -1.845 -1.505
H -4.414 -1.259 -0.543
H -3.978 -3.023 -0.611
C 1.459 2.995 4.079
O 2.137 2.396 5.161
H 1.778 4.023 3.892
H 1.578 2.433 3.148
H 0.395 3.076 4.336
H 2.151 1.419 5.013
```

Here are the Mulliken charges for atoms 1 to 8, given in e: number 1, C, carries -0.952; number 2, C, carries -0.231; number 3, O, carries -0.431; number 4, C, carries 0.765; number 5, O, carries -0.560; number 6, O, carries -0.411; number 7, C, carries 0.234; number 8, H, carries 0.287